(1)
54
Properties=species:S:1:pos:R:3:forces:R:3:lowdin_spin:R:1 method="wB97M-V/def2-TZVPD" e_lumo_ev="4.2 / 4.2" total_charge=-2 multiplicity=2 s2=0.767
Hg -0.5591 -0.1513 -1.3234 -0.46 0.20 0.29 0.2868
Cl -4.0175 -5.5258 2.5624 0.02 0.03 -0.02 -0.0003
Cl -2.6560 -3.2873 -2.1887 -0.02 0.00 0.03 0.0112
Cl -4.2264 -5.4629 -0.5560 0.01 0.03 0.03 0.0009
Cl -0.5739 -1.3385 2.4049 -0.02 0.00 0.02 0.0031
Cl 2.2278 -1.0756 -3.3997 0.01 -0.11 -0.21 0.0514
Cl -2.2104 -3.4553 4.0521 0.00 -0.01 -0.05 0.0011
P 2.5869 -0.3797 -0.2499 0.24 0.04 0.41 0.0428
Si -2.9210 2.8498 -0.2101 0.15 0.05 -0.19 0.0660
O 2.5018 0.2478 1.2834 -0.05 -0.05 -0.04 0.0034
O 4.2351 -0.2876 -0.4308 0.00 -0.03 -0.08 0.0106
O 2.4859 -1.9022 0.3082 -0.09 0.05 -0.03 0.0036
C 4.7963 0.1572 -1.6616 0.02 0.11 0.01 0.0015
C -2.5145 -3.3152 -0.4198 0.01 0.01 -0.03 0.0030
C -2.3216 -3.4112 2.3117 0.00 0.05 0.08 0.0011
C -1.7014 -2.3846 0.1821 0.03 0.03 -0.09 0.0362
C 2.6911 -3.0096 -0.5797 0.06 -0.02 -0.06 0.0002
C 0.9472 1.8597 2.1731 0.01 -0.01 -0.02 -0.0009
C -4.7645 3.2730 -0.2702 -0.16 -0.07 0.04 0.0180
C -3.1348 -4.3342 1.6573 0.01 -0.01 -0.01 -0.0009
C -3.2289 -4.2924 0.2679 -0.03 -0.04 -0.05 0.0009
C -2.6045 1.0698 -0.0330 0.20 -0.28 -0.07 0.4209
C -2.1353 3.8150 1.2031 0.06 -0.02 0.13 0.0020
C 1.3843 -3.7099 -0.8729 -0.04 0.07 0.02 0.0024
C 2.2044 1.6319 1.3590 0.01 0.00 -0.01 0.0006
C -2.2383 3.5674 -1.8114 0.04 0.02 -0.10 0.0039
C -1.6277 -2.4711 1.5537 0.00 -0.02 0.00 0.0033
C 5.9192 1.1327 -1.3611 -0.02 -0.02 0.02 0.0002
H -4.9301 4.3536 -0.3275 0.01 0.00 -0.01 0.0025
H 3.0587 2.1412 1.8187 0.03 -0.01 -0.01 0.0000
H 4.0308 0.6114 -2.2926 -0.02 -0.04 -0.01 0.0008
H 1.0149 1.3261 3.1228 0.00 0.02 0.01 0.0000
H -2.2214 0.6834 0.9086 -0.02 0.00 0.00 0.0106
H -3.2725 0.3569 -0.5115 0.02 0.00 -0.02 0.0062
H 3.1398 -2.6711 -1.5159 0.01 0.01 0.00 0.0004
H 3.3913 -3.6803 -0.0722 0.01 0.01 0.03 0.0000
H 6.3954 1.4556 -2.2910 0.00 0.01 0.02 0.0000
H 1.5715 -4.6058 -1.4718 -0.01 0.00 0.01 0.0001
H 5.1740 -0.7082 -2.2111 -0.03 -0.01 -0.01 0.0005
H -2.5847 4.5898 -1.9964 0.01 0.00 0.02 -0.0001
H -2.5428 2.9439 -2.6565 0.01 0.02 0.01 -0.0006
H 0.7289 -3.0485 -1.4401 0.00 -0.02 -0.02 0.0062
H -1.0547 3.8691 1.0506 -0.01 0.02 0.02 0.0003
H -5.2122 2.8168 -1.1587 0.00 0.02 0.01 0.0002
H 0.0735 1.4905 1.6342 0.00 -0.02 0.02 -0.0016
H 6.6740 0.6671 -0.7229 0.00 0.01 -0.01 0.0001
H 5.5322 2.0110 -0.8398 0.01 0.01 -0.02 0.0000
H -5.3036 2.8855 0.5981 0.03 0.02 0.01 0.0011
H -2.3014 3.3114 2.1594 -0.02 0.03 -0.01 0.0008
H 2.0745 2.0522 0.3528 0.01 0.02 0.00 0.0002
H 0.8742 -3.9888 0.0513 0.02 -0.03 -0.01 0.0000
H -2.5211 4.8355 1.2816 0.00 0.00 -0.05 -0.0001
H 0.8124 2.9262 2.3736 -0.02 -0.01 0.00 0.0000
H -1.1457 3.5653 -1.7944 -0.01 -0.02 -0.01 -0.0006


(2)
13
Properties=species:S:1:pos:R:3:forces:R:3:mulliken_charge:R:1 method="wB97M-V/def2-TZVPD" e_lumo_ev=4.3 total_charge=-1
O 0.6200 1.3579 1.1094 0.13 0.26 -0.30 -0.8644
N -1.1573 -1.7009 -0.5200 -0.16 -0.18 -0.06 -0.5501
C 0.1926 -2.0580 -0.9213 0.31 0.34 -0.03 -0.6576
C 1.1627 2.3964 0.3987 -0.51 -0.77 0.56 -0.5508
C -1.2872 -0.5181 -0.0863 -0.08 0.18 0.13 0.1857
H 0.9480 -1.3975 -0.4811 -0.01 0.00 0.08 0.3112
H -0.4540 0.2085 0.0761 -0.17 -0.02 0.20 -0.0712
H 0.4272 -3.0901 -0.6666 -0.11 -0.11 0.06 0.2484
H 0.7080 2.5210 -0.6191 0.19 0.04 -0.12 0.1641
H 2.2599 2.2758 0.2594 0.11 0.25 -0.23 0.1329
H 0.2782 -1.9566 -2.0032 -0.03 -0.13 -0.18 0.2115
H -2.2981 -0.2119 0.2194 0.19 -0.05 -0.10 0.2665
H 1.0105 3.3849 0.8873 0.14 0.20 -0.01 0.1737


(3)
47
Properties=species:S:1:pos:R:3:forces:R:3:lowdin_spin:R:1 method="wB97M-V/def2-TZVPD" e_lumo_ev="-1.3 / -1.3" multiplicity=6 s2=8.753
Mn -0.9338 0.6983 0.1775 1.10 0.07 0.05 4.7032
S 1.7306 0.4243 -1.8538 0.10 0.05 0.02 0.0074
O 0.4577 1.7628 1.6168 -0.80 -0.44 -0.63 0.0407
O -0.2458 1.6533 3.6389 -0.52 -0.33 -0.69 0.0083
O -1.7735 2.4125 -1.1786 -2.04 1.76 1.05 0.0352
O -1.4166 -0.5663 1.9622 0.78 -0.32 -0.78 0.0369
O 1.6249 0.3207 -3.2835 -0.01 -0.03 0.02 0.0038
O 1.8653 1.7205 -1.2456 0.02 -0.05 -0.04 0.0036
O -3.2285 4.1895 -1.2143 0.46 -1.11 0.86 0.0031
O -2.3405 -0.4509 3.9566 0.06 0.10 0.90 0.0031
N -2.5889 1.6797 1.2092 -0.20 0.17 0.06 0.0227
N 0.0818 -2.0994 -2.5664 -0.04 -0.02 -0.03 0.0020
N 0.4282 -0.2308 -1.1337 -0.23 0.20 -0.05 0.0343
N 6.2821 -2.9099 -0.0352 0.00 0.03 -0.03 0.0003
N -1.6399 -1.0712 -1.2693 -0.07 -0.05 0.12 0.0342
N 0.6033 2.0446 2.8276 0.65 0.46 0.75 0.0070
C -0.3578 -1.1687 -1.7105 0.09 -0.04 -0.02 0.0105
C 5.1944 -2.1443 -0.4455 0.00 -0.01 0.01 0.0004
C -2.1589 -2.9355 -2.6344 -0.01 0.02 0.01 0.0024
C -3.9981 3.5591 1.5213 -0.04 0.03 -0.01 0.0005
C 3.0894 -0.5571 -1.3233 -0.01 -0.03 -0.03 0.0006
C -4.2619 3.1190 2.8162 -0.17 0.23 -0.08 0.0043
C -2.8174 1.2784 2.4441 0.21 0.42 0.05 0.0074
C 4.8279 -0.9988 0.2643 0.01 0.00 0.01 0.0000
C -3.6663 1.9720 3.2959 0.12 -0.24 0.09 0.0000
C 3.4407 -1.6927 -2.0397 0.02 0.01 -0.02 0.0004
C -0.8238 -2.9525 -3.0195 0.01 0.05 0.03 0.0017
C 4.4889 -2.4807 -1.6036 0.01 -0.01 0.01 -0.0001
C -3.1442 2.7941 0.7520 0.23 0.08 -0.40 0.0064
C 3.7796 -0.2097 -0.1709 0.00 0.03 0.02 0.0006
C -2.5142 -1.9557 -1.7255 0.00 -0.05 -0.02 0.0048
C -2.0374 0.0523 2.7853 -1.06 -0.21 0.25 0.0065
C -2.6510 3.1119 -0.6385 1.17 -0.64 -1.23 0.0067
H 2.8852 -1.9461 -2.9325 0.00 0.00 0.00 0.0000
H -2.8239 4.3290 -2.0796 0.17 -0.04 -0.22 0.0002
H -3.5303 -1.8682 -1.3557 0.00 -0.01 0.00 0.0001
H -2.8739 -3.6488 -3.0151 0.00 0.01 0.00 0.0003
H -4.4322 4.4686 1.1319 0.02 -0.01 -0.01 0.0002
H -0.4628 -3.6982 -3.7209 0.00 0.00 0.00 0.0000
H 4.7748 -3.3628 -2.1650 0.00 0.00 0.00 0.0000
H -1.7699 -1.2202 4.1011 -0.02 -0.06 0.04 0.0001
H 5.3768 -0.7253 1.1580 -0.01 0.00 0.00 0.0000
H 3.4903 0.6815 0.3712 0.00 -0.01 0.00 0.0000
H 6.5316 -2.8275 0.9363 -0.01 0.00 0.00 0.0000
H 6.2949 -3.8612 -0.3633 -0.01 0.00 0.01 0.0000
H -3.8307 1.6222 4.3044 0.03 0.00 -0.01 0.0001
H -4.9256 3.6884 3.4534 0.02 0.01 -0.02 0.0002


(4)
32
Properties=species:S:1:pos:R:3:forces:R:3:mulliken_charge:R:1 method="wB97M-V/def2-TZVPD" e_lumo_ev=1.9 total_charge=-1
S -2.9196 -1.3266 -2.3205 -2.68 -2.28 -2.25 0.9406
O 0.2606 4.7685 2.5270 -2.09 1.27 0.40 -0.5008
O -3.9759 -0.4826 -1.8624 -1.58 2.26 2.26 -0.7405
O -2.6968 -1.0700 -3.6989 1.14 1.33 -4.37 -0.7796
O -1.6523 -1.1273 -1.6656 4.46 0.96 3.45 -0.6487
O 0.9773 -2.9524 -1.9448 -3.46 -0.86 1.57 -0.4782
O 0.3606 0.3859 -0.8934 2.52 0.47 3.63 -0.3605
O -0.1668 -2.5635 1.0795 3.36 14.74 -2.10 -0.3176
O -3.3031 -2.7198 -2.2074 -0.31 -2.42 1.31 -0.8125
C 2.1934 -2.5674 -1.5247 1.86 3.86 -5.86 -0.4327
C -0.3287 -1.8134 2.3172 -2.36 1.01 2.22 -0.5130
C -0.6832 2.4499 -0.1293 0.35 2.61 2.78 -0.4000
C 0.3758 1.5143 -0.0155 -4.79 -0.71 -5.01 0.1229
C 0.3155 3.7540 1.6916 0.41 -3.18 -2.78 0.6224
C 1.4045 2.7683 1.6761 -2.16 2.37 0.81 -0.4154
C -0.7408 3.6417 0.7333 2.39 -3.61 -0.47 -0.7505
C 1.3910 1.7140 0.7769 4.96 -0.63 2.25 -0.1925
Li -0.0733 -1.7293 -0.8092 -1.61 0.32 -0.47 0.9745
H 1.0556 -3.5432 -2.6767 -0.41 -0.40 -0.55 0.3182
H 2.7636 -3.2105 -0.9989 1.92 -2.64 1.49 0.2858
H -1.5417 2.4243 -0.7566 -0.23 -0.97 -0.83 0.5203
H 2.3284 1.0454 0.6461 -1.78 1.01 0.55 0.1840
H 1.0663 4.9239 2.9405 2.26 0.31 1.20 0.2823
H -0.0587 0.5317 -1.7021 -1.95 0.44 -1.99 0.2038
H 0.2205 -0.6052 2.5164 -1.23 -4.25 -1.34 0.1716
H 0.0030 -2.6147 3.1596 -0.79 2.45 -1.51 0.2591
H -1.5943 4.2915 0.6773 0.02 0.30 0.08 0.4227
H -0.3228 -3.3422 1.2381 -2.74 -12.92 2.59 0.1636
H -1.5988 -1.5407 2.4278 3.89 -0.88 -0.17 0.2436
H 2.1396 2.8814 2.4734 0.17 -0.12 -0.43 0.2661
H 2.5815 -2.2651 -2.6522 1.06 -0.49 3.05 0.3292
H 2.2198 -1.6211 -1.0225 -0.60 0.62 0.51 0.0316


(5)
12
Properties=species:S:1:pos:R:3:forces:R:3:mulliken_charge:R:1 method="wB97M-V/def2-TZVPD" e_lumo_ev=-0.8 smiles="C1=NN=CC12OC=NO2"
O -0.4479 0.9065 0.6513 1.54 3.47 -0.12 -0.3748
O 1.3896 0.4813 -0.6199 -1.14 -1.46 -0.17 -0.2395
N -0.7349 -2.2182 0.5357 2.44 -0.20 1.47 -0.2891
N -1.2352 -1.9429 -0.7620 -0.19 3.92 0.28 -0.3074
N 1.3548 1.8619 -0.4524 -1.97 -0.30 0.94 -0.1827
C 0.3124 2.1688 0.2320 1.21 -5.22 -0.41 -0.1241
C 0.2010 -1.3907 0.8903 0.46 -2.19 1.30 -0.5111
C -0.9471 -0.6748 -0.9886 0.43 -3.67 -3.73 -0.6012
C 0.1489 -0.1659 -0.0623 -0.13 2.50 0.74 1.6209
H 0.2806 3.0709 0.7597 -0.99 1.11 0.58 0.3723
H 0.8890 -1.7016 1.8901 -2.15 1.60 -2.95 0.2897
H -1.2112 -0.3954 -2.0740 0.50 0.45 2.07 0.3469


(6)
13
Properties=species:S:1:pos:R:3:forces:R:3:mulliken_charge:R:1 method="wB97M-V/def2-TZVPD" e_lumo_ev=0.0
O 0.6965 -1.1035 -0.9399 -0.16 0.17 -0.43 -0.2184
O 0.9854 2.1475 0.2959 -0.20 -0.51 0.06 -0.5251
C 0.4817 1.0438 0.2933 0.14 0.34 -0.05 0.6471
C 0.2487 -0.5801 -2.0510 0.01 -0.42 0.27 -0.2920
C -1.5031 -0.3256 0.9659 0.11 0.13 -0.02 -0.7077
C -0.9328 0.8513 0.7121 -0.06 -0.14 0.10 -0.1892
C 1.3502 -0.1639 -0.0606 0.19 0.08 0.16 -0.3867
H -1.4660 1.7856 0.8707 0.04 -0.13 -0.08 0.3537
H -0.9845 -1.2716 0.8364 -0.04 0.16 -0.02 0.2615
H 2.2643 0.1993 -0.5350 -0.18 -0.06 0.07 0.3281
H 1.5970 -0.7300 0.8445 -0.03 0.13 -0.12 0.3129
H -2.5266 -0.3836 1.3202 0.09 0.04 -0.01 0.2596
H -0.2108 -1.4693 -2.5526 0.10 0.21 0.06 0.1561


Q: Which calculated total energy values were calculated for the entries above? A: -119634.4173; -6776.7844; -85332.5940; -35940.2132; -12755.6766; -9373.0192, in eV.
Q: Which ΔE to the lowest compared entry with this formula, charge and spin values were calculated for the entries above? A: 0.089; 1.208; 0.000; 2.709; 5.110; 4.076, in eV.